Entry from the OMol25 dataset: 9 unconnected molecules or ions with the total composition C11H39N8O12 (the ωB97M-V functional and the def2-TZVPD basis).

```
70
Properties=species:S:1:pos:R:3:forces:R:3
C 0.5382 -0.1053 -0.1731 -2.862 0.683 0.074
O -0.8733 0.0933 -0.4084 1.770 -0.307 0.072
H 1.1311 0.6989 -0.6087 0.503 -0.124 -0.525
H 0.7787 -0.0235 0.8869 0.252 -0.207 0.335
H 0.8564 -1.1129 -0.4405 0.413 -0.246 -0.532
C -4.6829 0.7597 0.0643 2.367 -0.415 0.380
C -4.1729 2.1088 0.5833 0.292 -0.149 -0.630
O -2.8714 1.9733 1.1381 -0.540 -0.227 0.885
O -3.7357 0.1689 -0.8543 -2.143 0.436 -1.372
H -5.7005 0.8353 -0.3190 0.264 -0.079 -0.687
H -4.6919 0.0254 0.8697 -0.415 0.322 0.652
H -4.9166 2.5287 1.2606 0.312 0.055 0.461
H -3.9442 2.8435 -0.1886 -1.166 -0.011 -0.681
H -2.3467 1.8915 0.3383 0.835 -0.227 0.265
H -2.7998 0.1870 -0.6413 0.521 0.173 0.945
C -1.3512 -3.4549 -1.8735 -0.744 -1.547 -0.788
C -1.6885 -5.0090 -1.8741 0.885 2.058 0.008
O -3.0261 -5.2199 -1.7403 -3.032 -0.150 0.416
O -1.9255 -2.8266 -0.7809 0.032 -0.575 1.478
H -1.7927 -2.9196 -2.7141 0.597 -0.483 -0.847
H -0.2634 -3.4182 -1.8157 0.338 0.246 -0.451
H -1.2194 -5.3707 -0.9591 0.738 -0.540 -0.228
H -1.4714 -5.5015 -2.8219 1.509 0.215 0.145
H -3.2801 -6.0108 -2.2215 -0.036 0.136 0.118
H -1.6436 -1.9107 -0.8385 -0.041 1.041 0.312
C 3.4537 3.5365 2.2425 0.574 0.325 -0.610
C 3.5677 2.3796 1.2365 -0.983 0.101 0.380
O 4.5334 1.3954 1.6459 0.201 0.478 -0.134
O 4.7124 4.0810 2.5870 0.681 0.122 0.176
H 2.9278 3.2387 3.1496 -0.206 -0.261 -0.010
H 2.9580 4.4090 1.8171 -0.603 -0.476 -0.156
H 3.7941 2.6841 0.2147 0.573 0.201 0.223
H 2.5745 1.9384 1.1526 -0.102 -0.139 0.136
H 4.2497 1.0038 2.4752 -0.191 -0.046 0.084
H 5.3557 3.3708 2.6451 0.057 -0.214 -0.022
C -0.8769 0.2052 -4.3038 -2.569 -1.693 -2.096
O -1.0526 -0.4677 -5.3111 -0.063 -0.279 -1.363
N 0.3139 0.2711 -3.7702 3.548 0.689 1.876
N -1.8812 0.8341 -3.6987 -0.028 1.073 1.361
H 1.1064 -0.0339 -4.3170 -0.463 -0.082 0.151
H 0.4911 0.5609 -2.8190 -0.190 0.013 -0.132
H -2.8509 0.7242 -3.9590 0.533 -0.314 0.092
H -1.6228 1.1559 -2.7769 -0.930 0.357 0.203
C -0.0967 2.3502 2.8764 1.627 0.689 -2.712
O 0.4444 2.9286 1.9338 -0.085 0.497 0.150
N -0.7515 2.8689 3.8429 -2.623 3.683 3.505
N 0.0092 1.0649 3.0385 1.211 -3.541 -0.528
H -1.1496 2.2813 4.5615 0.014 0.591 -0.184
H -0.9231 3.8639 3.8184 -0.190 -0.324 0.213
H 0.4550 0.7135 2.2031 -0.445 -1.078 0.422
H -0.6382 0.5542 3.6218 0.476 0.006 -0.563
C 4.5167 -0.3635 -2.0015 0.009 2.108 0.406
O 5.1719 0.4618 -2.6519 -0.236 -1.136 0.576
N 4.3229 -0.3772 -0.6938 1.090 1.211 3.112
N 3.7426 -1.3060 -2.4972 -1.011 -2.202 -4.129
H 4.7587 0.3230 -0.1110 -0.120 -0.185 0.117
H 3.7499 -1.0735 -0.2388 0.264 0.301 -0.170
H 3.7421 -1.2339 -3.5046 -0.426 -0.540 -0.009
H 2.9417 -1.7367 -2.0577 0.319 0.394 0.030
C -0.6852 -2.9917 3.0217 0.617 1.362 3.063
O -0.6933 -3.3903 4.1732 -0.667 -0.880 0.915
N -0.0042 -3.5363 2.0659 1.906 -2.679 -3.044
N -1.1137 -1.7974 2.6687 -1.761 3.630 -0.708
H 0.3006 -4.4883 2.2107 -0.109 0.233 -0.323
H -0.1282 -3.1531 1.1397 0.040 -0.604 -0.132
H -0.9031 -1.3842 1.7715 -0.235 -0.195 -0.279
H -1.3836 -1.0792 3.3256 -0.215 -1.034 0.150
O -1.1279 2.8413 -1.5094 -0.317 0.572 -0.317
H -0.8132 2.1096 -0.9786 0.226 -1.016 0.636
H -0.4051 3.0324 -2.1071 0.151 0.204 -0.158
```
Forces are in eV/Å.

Computed properties:
Electronic energy = -1783.5195 Eh
Net charge = -1
Energy above the lowest of the compared OMol25 structures with the same formula, charge and spin = 18.6 kcal per mole

=====

Entry from the OMol25 dataset: a single H2O3S3 molecule (the ωB97M-V functional and the def2-TZVPD basis).

```
8
Properties=species:S:1:pos:R:3:forces:R:3
O 0.5057 -2.0381 1.2984 2.720 4.667 -1.573
O 0.9726 1.9022 0.3800 0.222 -1.698 -0.244
O -0.7284 1.9877 -1.9549 0.447 1.152 1.209
S 1.0416 0.4360 0.0335 -1.640 1.899 0.336
S 0.1565 0.6404 -2.0374 0.592 -0.801 0.974
S -0.1652 -0.5586 1.7751 0.916 -0.223 -1.760
H 0.1166 -2.7821 1.5854 -2.820 -3.856 1.781
H -0.2446 2.7065 -1.4407 -0.436 -1.138 -0.722
```
Forces are in eV/Å.

Computed properties:
Electronic energy = -1421.3699 Eh
Energy above the lowest of the compared OMol25 structures with the same formula, charge and spin = 27.5 kcal per mole

=====

Entry from the OMol25 dataset: 5 unconnected molecules or ions with the total composition C3H16O4 (the ωB97M-V functional and the def2-TZVPD basis).

```
23
Properties=species:S:1:pos:R:3:forces:R:3
C 0.2064 -1.2045 -1.8141 -1.897 -2.704 0.610
C 0.2706 -0.7464 -0.3846 1.419 2.610 -2.091
C 1.6434 -0.1534 0.0711 -0.479 -0.639 -2.296
H 0.7432 -2.1954 -1.8983 -0.196 0.770 -0.046
H -0.8632 -1.4309 -2.1581 1.446 0.436 0.610
H 0.6545 -0.5926 -2.5531 0.713 0.932 -0.557
H -0.5771 -0.0651 -0.2095 -0.297 -0.455 0.707
H 0.1180 -1.5450 0.3647 -0.898 -1.316 1.281
H 2.3092 -0.0415 -0.8300 -0.651 0.057 0.838
H 2.1472 -0.8421 0.6856 0.936 -0.972 0.974
H 1.5718 0.7437 0.6493 -0.401 0.660 0.277
H 0.1790 -3.2174 1.8737 -0.014 -0.469 0.045
H -0.3918 -1.8078 2.1824 -1.000 -0.753 -0.030
O -0.6593 -2.7286 1.8218 1.225 2.231 -0.250
H -1.9122 -0.0834 1.9844 1.886 1.128 0.566
H -0.6805 0.9899 1.9025 -1.155 -0.466 0.217
O -0.9835 0.1421 2.3106 -0.827 -1.561 -0.309
H -1.9594 2.8500 0.7470 0.312 -0.151 0.032
H -0.6640 2.3265 0.0226 -0.926 0.501 0.895
O -1.2516 2.1930 0.8179 0.625 0.263 -1.022
H -0.0901 1.7036 -1.8164 -0.279 0.224 -0.108
H 0.4228 3.0673 -2.1693 -0.179 0.324 0.267
O -0.2335 2.6381 -1.6002 0.635 -0.651 -0.609
```
Forces are in eV/Å.

Computed properties:
Electronic energy = -424.4465 Eh
<S²> = 0.76
Net charge = +1
Multiplicity = 2
Energy above the lowest of the compared OMol25 structures with the same formula, charge and spin = 3.7 kcal per mole

=====

Entry from the OMol25 dataset: a molecular structure, C37H39CuN4O3P2SbSe4 (the ωB97M-V functional and the def2-TZVPD basis).

```
91
Properties=species:S:1:pos:R:3:forces:R:3
Cu -1.4736 -0.7998 0.6652 -0.056 0.108 -0.264
Se 1.5808 0.7804 4.8998 0.066 -0.042 -0.119
Sb -0.6920 0.4662 5.7060 -0.040 0.144 0.043
Se -2.4893 -0.0731 3.9647 -0.079 -0.090 -0.102
Se -2.1004 1.1318 1.9791 0.104 -0.222 0.131
Se -1.0588 -1.2728 7.3605 0.004 -0.069 0.024
C 0.4476 -0.7993 -3.8248 -0.035 -0.002 -0.026
C 0.5247 0.7270 -3.8748 0.031 0.080 -0.092
P 0.1521 1.5527 -2.2568 -0.024 -0.086 0.205
C 0.6473 3.2674 -2.7144 -0.028 -0.004 -0.035
C 1.8606 3.8663 -2.3845 -0.022 0.012 0.040
C 2.1176 5.1882 -2.7263 0.005 -0.003 0.006
C 1.1697 5.9346 -3.4114 0.002 0.008 0.001
C -0.0456 5.3510 -3.7439 -0.006 -0.006 -0.002
C -0.3035 4.0362 -3.3872 0.005 -0.023 -0.028
C 1.5813 0.9994 -1.2422 0.009 -0.015 -0.048
C 2.8367 0.6846 -1.7676 -0.040 -0.021 0.020
C 3.8620 0.2508 -0.9404 0.012 -0.024 0.014
C 3.6461 0.1263 0.4283 0.009 -0.017 0.002
C 2.4033 0.4277 0.9650 0.029 0.044 0.010
C 1.3787 0.8599 0.1297 -0.005 0.004 0.086
C -0.8795 -1.3800 -3.3114 0.068 -0.063 0.003
P -0.9694 -1.7825 -1.4862 -0.326 0.021 0.386
C 0.3845 -3.0162 -1.4510 0.039 0.025 -0.003
C 0.4281 -4.1320 -2.2884 0.026 0.030 -0.055
C 1.5257 -4.9777 -2.2829 -0.009 -0.005 0.002
C 2.6033 -4.7107 -1.4452 0.012 -0.009 -0.002
C 2.5735 -3.6009 -0.6167 -0.001 0.004 0.006
C 1.4668 -2.7602 -0.6154 -0.009 -0.022 0.013
C -2.5046 -2.7827 -1.5407 0.003 -0.015 -0.150
C -3.6768 -2.1067 -1.8768 0.002 -0.017 -0.018
C -4.8959 -2.7651 -1.8920 -0.004 0.010 0.009
C -4.9644 -4.1081 -1.5567 0.008 0.001 -0.006
C -3.8090 -4.7811 -1.1935 0.004 0.003 0.001
C -2.5873 -4.1248 -1.1852 -0.002 0.005 0.063
H 1.2782 -1.1979 -3.2360 0.009 0.035 0.048
H 0.6104 -1.1668 -4.8436 -0.023 -0.032 0.020
H -0.2427 1.1059 -4.5597 0.003 -0.015 -0.015
H 1.4854 1.0411 -4.2934 0.020 -0.016 0.028
H 2.6033 3.3047 -1.8324 0.002 -0.014 -0.003
H 3.0641 5.6371 -2.4483 0.001 0.004 0.002
H 1.3696 6.9673 -3.6713 0.003 -0.002 -0.003
H -0.8035 5.9268 -4.2620 0.004 0.005 0.000
H -1.2722 3.6009 -3.6095 -0.002 -0.002 0.006
H 3.0215 0.7773 -2.8318 0.003 -0.001 -0.012
H 4.8284 0.0030 -1.3654 -0.004 0.004 0.004
H 4.4441 -0.2161 1.0774 0.004 0.001 -0.014
H 2.2118 0.3257 2.0283 -0.033 -0.015 -0.002
H 0.4106 1.0824 0.5642 0.005 -0.027 -0.026
H -1.0633 -2.3363 -3.8080 -0.047 0.043 -0.031
H -1.7208 -0.7303 -3.5627 0.017 0.067 0.047
H -0.4046 -4.3451 -2.9492 -0.008 -0.004 0.016
H 1.5416 -5.8460 -2.9315 0.002 0.001 0.002
H 3.4614 -5.3729 -1.4388 0.001 0.004 -0.004
H 3.4057 -3.3827 0.0412 0.001 -0.004 0.000
H 1.4308 -1.9116 0.0518 -0.004 0.027 0.036
H -3.6436 -1.0425 -2.0848 0.005 0.001 -0.004
H -5.7989 -2.2145 -2.1258 0.000 -0.005 -0.004
H -5.9210 -4.6145 -1.5289 0.001 -0.001 0.003
H -3.8595 -5.8156 -0.8769 -0.008 0.000 0.002
H -1.7041 -4.6520 -0.8490 0.010 0.004 -0.017
N -0.6074 3.2653 0.1913 -0.166 0.250 -0.339
C -0.4947 3.9807 1.0883 0.400 0.057 -0.105
N -0.3109 4.7980 2.1222 -0.222 -0.006 0.268
C 0.1678 4.1675 3.3681 0.008 -0.048 0.092
C 1.6838 4.1268 3.3788 -0.072 0.123 -0.018
O 2.2210 5.4447 3.1810 0.028 -0.090 0.078
C 1.8297 5.9689 1.9335 -0.007 -0.012 -0.061
C 0.3164 6.0885 1.8413 0.021 -0.033 -0.051
H -0.2524 3.1629 3.4433 0.025 0.023 -0.034
H -0.2027 4.7723 4.2004 0.024 -0.032 -0.013
H 2.0418 3.4575 2.5888 0.025 -0.025 -0.060
H 2.0592 3.7556 4.3275 -0.026 0.013 0.035
H 2.1889 5.3207 1.1206 0.002 0.001 -0.014
H 2.3019 6.9489 1.8372 -0.010 0.006 -0.029
H 0.0113 6.4220 0.8489 -0.007 0.013 0.005
H -0.0462 6.8038 2.5844 0.012 -0.007 0.013
C 0.2571 -3.4902 4.1353 0.002 0.056 -0.037
N -1.0107 -3.5310 3.4194 0.048 0.008 0.022
C -2.0967 -4.1402 3.9825 -0.083 -0.004 0.015
C -3.3081 -4.0922 3.4117 0.050 -0.003 -0.001
C -3.4948 -3.3231 2.1750 -0.074 0.059 0.060
O -4.5877 -3.2886 1.6044 0.025 0.002 -0.005
N -2.4000 -2.6491 1.7073 0.271 -0.169 -0.213
C -1.1946 -2.7641 2.2804 -0.087 0.136 0.021
O -0.2102 -2.1541 1.7953 0.139 -0.096 0.129
H 0.5553 -4.5050 4.4092 -0.013 0.005 0.024
H 0.1742 -2.8725 5.0325 -0.008 -0.025 0.010
H 1.0016 -3.0549 3.4765 -0.014 -0.001 0.006
H -1.9022 -4.6496 4.9182 -0.005 0.003 0.004
H -4.1636 -4.5742 3.8606 0.002 -0.005 -0.001
```
Forces are in eV/Å.

Computed properties:
Electronic energy = -14047.4227 Eh
<S²> = 0.76
Net charge = -2
Multiplicity = 2
Energy above the lowest of the compared OMol25 structures with the same formula, charge and spin = 0.0 kcal per mole

=====

Q: Among the records above, which one has the lowest energy above the lowest of the compared OMol25 structures with the same formula, charge and spin?
A: C37H39CuN4O3P2SbSe4

=====

Q: Which of these has the highest energy above the lowest of the compared OMol25 structures with the same formula, charge and spin?
A: H2O3S3